(w)
12
Properties=species:S:1:pos:R:3:mulliken_charge:R:1 method="wB97M-V/def2-TZVPD" homo_energy_ev=-3.49 spin_multiplicity=1 total_charge=-1 homo_lumo_gap_ev=7.69
C 2.9029 0.1504 0.4991 -0.229
C 1.8497 0.4236 -0.0481 -0.862
C -1.1212 -0.8822 0.5611 -0.723
C -0.5065 0.6432 -1.2509 -0.648
N -1.2965 0.4337 -0.2299 0.410
O -2.1688 1.3120 0.2658 -0.732
H 3.7693 -0.1971 1.1472 0.300
H -1.6611 -0.7892 1.5954 0.234
H -1.4268 -1.7745 0.0857 0.245
H -0.0771 -0.8261 0.7180 0.225
H 0.2233 -0.0640 -1.5418 0.412
H -0.4871 1.5703 -1.8016 0.368

(x)
12
Properties=species:S:1:pos:R:3:mulliken_charge:R:1 method="wB97M-V/def2-TZVPD" homo_energy_ev="-2.76 / -2.76" spin_multiplicity=1 total_charge=-1 homo_lumo_gap_ev="6.98 / 6.98"
C -1.2158 0.5066 0.1284 -0.508
C 0.2483 0.2404 -0.0103 0.865
C 1.3880 1.0945 -0.0671 -1.027
C 0.6554 -1.2020 -0.0746 -1.016
N -2.2807 -0.3753 0.0503 -0.278
O -3.4946 0.0842 -0.1365 -0.573
H -1.4582 1.6491 0.0538 0.254
H 2.2979 0.5006 0.1418 0.172
H 1.6896 2.1489 0.0542 0.299
H 0.9455 -1.6209 -1.1105 0.156
H -0.2822 -1.7518 0.3790 0.334
H 1.5070 -1.2743 0.5913 0.322

(y)
12
Properties=species:S:1:pos:R:3:mulliken_charge:R:1 method="wB97M-V/def2-TZVPD" homo_energy_ev=-1.31 spin_multiplicity=1 total_charge=-1 homo_lumo_gap_ev=5.74
C 1.3947 -1.1265 -0.0790 -0.458
C 0.2575 -0.2816 -0.4638 -0.142
C 1.2635 0.9193 -0.3421 -0.552
C -1.1011 -0.2646 0.2818 -0.934
N 2.2443 -0.0705 0.0655 0.296
O 3.5649 0.0303 0.1975 -0.840
H 1.6657 -2.1945 -0.1641 0.402
H 1.5839 1.2700 -1.3920 0.172
H 1.1901 1.8808 0.1626 0.311
H -1.2843 0.5665 0.9114 0.324
H -1.3232 -1.1919 0.9212 0.232
H -2.0572 -0.2439 -0.4116 0.190

Which of them is the most stable, and which is the least stable? (x) and (w), in that order.